(1)
DFT (ωB97M-V with the def2-TZVPD basis set) results for a 2-piece molecular cluster, CH2INO overall.

```
6
Properties=species:S:1:pos:R:3:nbo_charge:R:1
C 1.0630 0.5219 -0.7601 0.27
N 1.5465 0.8936 0.2375 -0.74
O -1.2429 -1.2404 0.2039 -0.90
I -1.8395 0.5702 -0.3351 0.45
H -1.1401 -1.8217 -0.5507 0.49
H 1.6130 1.0763 1.2046 0.44
```

Results
- HOMO: -0.3345 hartree
- Multiplicity: 1
- E_LUMO: -0.6567 eV
- Kohn-Sham gap: 8.44 eV
- Total charge: 0
- Energy relative to the best compared isomer or geometry (same formula, charge and spin): 307.30 kJ/mol

=====

(2)
DFT (ωB97M-V with the def2-TZVPD basis set) results for one molecule with the formula CH2INO2.

```
7
Properties=species:S:1:pos:R:3:nbo_charge:R:1
C 0.6098 0.7091 -0.2913 0.49
N 0.1759 -0.5560 -0.3188 -0.35
O 0.2949 1.5630 0.4854 -0.58
O -0.6440 -1.1419 0.8658 -0.57
I -2.2679 -0.1239 1.2752 0.48
H 1.2749 0.8734 -1.1682 0.12
H 0.5564 -1.3237 -0.8481 0.41
```

Results
- HOMO: -0.3430 hartree
- Multiplicity: 1
- E_LUMO: -0.8944 eV
- Kohn-Sham gap: 8.44 eV
- Total charge: 0
- Energy relative to the best compared isomer or geometry (same formula, charge and spin): 264.57 kJ/mol

=====

(3)
DFT (ωB97M-V with the def2-TZVPD basis set) results for a 2-piece molecular cluster, CH2N2 overall.

```
5
Properties=species:S:1:pos:R:3:nbo_charge:R:1
C 0.0654 -0.6210 -0.0260 -0.22
N -3.3372 0.0383 -0.0560 0.04
N -2.2563 -0.0679 0.0672 0.01
H 0.4302 -0.1276 0.9717 0.10
H 0.0841 0.1028 -0.7366 0.06
```

Results
- HOMO (alpha / beta): -0.3407 / -0.3407 hartree
- Multiplicity: 1
- E_LUMO (alpha / beta): -0.3934 / -0.3886 eV
- Kohn-Sham gap (alpha / beta): 8.88 / 8.88 eV
- Total charge: 0
- Energy relative to the best compared isomer or geometry (same formula, charge and spin): 329.11 kJ/mol

=====

(4)
DFT (ωB97M-V with the def2-TZVPD basis set) results for one molecule with the formula CH2N2O.

```
6
Properties=species:S:1:pos:R:3:nbo_charge:R:1
C 0.5104 -0.9252 1.8561 0.31
N 0.3433 -0.5250 0.7760 -0.53
N -0.1370 0.2395 -0.4710 -0.01
O -0.5063 1.4224 -0.2674 -0.54
H 0.6851 0.1949 -1.1055 0.38
H -0.8955 -0.4066 -0.7882 0.38
```

Results
- HOMO: -0.3868 hartree
- Multiplicity: 1
- E_LUMO: 0.0323 eV
- Kohn-Sham gap: 10.56 eV
- Total charge: 0
- Energy relative to the best compared isomer or geometry (same formula, charge and spin): 518.98 kJ/mol

=====

(5)
DFT (ωB97M-V with the def2-TZVPD basis set) results for CH2N2O as an isolated structure.

```
6
Properties=species:S:1:pos:R:3:nbo_charge:R:1
C -0.7883 -0.1874 0.2600 0.29
N -0.1844 0.9355 0.1488 -0.33
N 1.0968 0.2873 0.1628 -0.13
O 0.3117 -0.9998 0.1385 -0.38
H -1.8212 -0.2912 0.0924 0.20
H 1.3855 0.2555 -0.8025 0.34
```

Results
- HOMO: -0.3901 hartree
- Multiplicity: 1
- E_LUMO: 1.0025 eV
- Kohn-Sham gap: 11.62 eV
- Total charge: 0
- Energy relative to the best compared isomer or geometry (same formula, charge and spin): 380.94 kJ/mol

=====

(6)
DFT (ωB97M-V with the def2-TZVPD basis set) results for one molecule with the formula CH2N2O.

```
6
Properties=species:S:1:pos:R:3:nbo_charge:R:1
C 1.2741 0.0802 0.0314 0.49
N 2.0617 -0.7164 -0.0274 -0.38
N -1.0719 0.2223 0.0092 -0.49
O 0.0916 1.0000 -0.0015 -0.33
H -1.1660 -0.4148 -0.8682 0.36
H -1.1895 -0.1713 0.8564 0.35
```

Results
- HOMO: -0.4009 hartree
- Multiplicity: 1
- E_LUMO: 0.4274 eV
- Kohn-Sham gap: 11.34 eV
- Total charge: 0
- Energy relative to the best compared isomer or geometry (same formula, charge and spin): 370.71 kJ/mol

=====

(7)
DFT (ωB97M-V with the def2-TZVPD basis set) results for CH2N2O2 as an isolated structure.

```
7
Properties=species:S:1:pos:R:3:nbo_charge:R:1
C 0.0313 0.2535 0.3316 -0.11
N -0.2687 1.4599 0.2644 -0.32
N -0.0301 2.2906 -1.3465 0.64
O 0.2250 1.5951 -2.2429 -0.31
O -0.1437 3.4470 -1.1290 -0.30
H 0.0011 -0.1510 1.2905 0.20
H 0.5244 -0.4834 -0.4287 0.19
```

Results
- HOMO: -0.3656 hartree
- Multiplicity: 1
- E_LUMO: 0.2889 eV
- Kohn-Sham gap: 10.24 eV
- Total charge: 0
- Energy relative to the best compared isomer or geometry (same formula, charge and spin): 583.44 kJ/mol

=====

(8)
DFT (ωB97M-V with the def2-TZVPD basis set) results for one molecule with the formula CH2N2O2.

```
7
Properties=species:S:1:pos:R:3:nbo_charge:R:1
C -0.2734 1.0730 0.0046 0.53
N 2.1849 0.7658 0.0480 0.27
N 0.9567 0.2883 -0.0019 -0.47
O -0.3120 2.2543 -0.0874 -0.49
O 2.9969 -0.1400 0.0519 -0.36
H -1.2259 0.4911 0.0031 0.14
H 1.0112 -0.6721 0.0935 0.38
```

Results
- HOMO: -0.3753 hartree
- Multiplicity: 1
- E_LUMO: -0.3272 eV
- Kohn-Sham gap: 9.89 eV
- Total charge: 0
- Energy relative to the best compared isomer or geometry (same formula, charge and spin): 340.59 kJ/mol

=====

(9)
DFT (ωB97M-V with the def2-TZVPD basis set) results for CH2N2O2S as an isolated structure.

```
8
Properties=species:S:1:pos:R:3:nbo_charge:R:1
C 0.2321 0.4653 -0.3756 0.78
N 1.0311 -0.6043 -0.3383 -0.46
N 1.2735 0.5101 0.5703 -0.50
O -2.6649 -1.0632 -0.0887 -0.82
O -0.7580 1.0442 -0.7821 -0.56
S -1.9776 0.0224 0.5391 0.80
H 1.7238 -0.7378 -1.0634 0.38
H 1.1400 0.3633 1.5386 0.38
```

Results
- HOMO: -0.2852 hartree
- Multiplicity: 1
- E_LUMO: -0.3562 eV
- Kohn-Sham gap: 7.41 eV
- Total charge: 0
- Energy relative to the best compared isomer or geometry (same formula, charge and spin): 666.23 kJ/mol

=====

(10)
DFT (ωB97M-V with the def2-TZVPD basis set) results for one molecule with the formula CH2N2O2S.

```
8
Properties=species:S:1:pos:R:3:nbo_charge:R:1
C -0.3753 1.3055 0.1834 0.06
N -0.4335 1.9308 -0.8797 -0.20
N -0.8215 -0.1293 0.2099 -0.31
O -3.3906 -0.1729 -1.0715 -0.82
O -1.9249 -0.2516 1.0112 -0.55
S -3.4298 0.1314 0.3215 1.22
H -0.1824 1.5648 1.3220 0.22
H -1.1575 -0.5153 -0.7750 0.38
```

Results
- HOMO (alpha / beta): -0.3635 / -0.3369 hartree
- Multiplicity: 1
- E_LUMO (alpha / beta): -1.2866 / -1.3031 eV
- Kohn-Sham gap (alpha / beta): 8.61 / 7.87 eV
- Total charge: 0
- Energy relative to the best compared isomer or geometry (same formula, charge and spin): 667.20 kJ/mol

=====

(11)
DFT (ωB97M-V with the def2-TZVPD basis set) results for one molecule with the formula CH2N2O2S.

```
8
Properties=species:S:1:pos:R:3:nbo_charge:R:1
C 0.0797 -0.7135 0.1331 0.08
N -1.2061 -0.3270 0.0771 -0.78
N 0.9455 0.8269 0.1174 0.48
O 0.1969 1.7863 -0.0183 -0.42
O 2.1298 0.7916 0.0726 -0.32
S 1.1540 -1.8557 0.0162 0.12
H -1.3756 0.5142 -0.4241 0.43
H -1.9243 -1.0229 0.0259 0.41
```

Results
- HOMO: -0.3441 hartree
- Multiplicity: 1
- E_LUMO: -0.5193 eV
- Kohn-Sham gap: 8.84 eV
- Total charge: 0
- Energy relative to the best compared isomer or geometry (same formula, charge and spin): 495.51 kJ/mol

=====

(12)
DFT (ωB97M-V with the def2-TZVPD basis set) results for a 2-piece molecular cluster, CH2N2O2S2 overall.

```
9
Properties=species:S:1:pos:R:3:nbo_charge:R:1
C -0.5891 -0.2907 0.2243 -0.17
N -0.2584 -0.2212 -0.9369 -0.23
N 1.6997 0.9873 -1.0560 0.55
O 1.9577 1.4628 -0.0248 -0.28
O 2.0398 0.9386 -2.1906 -0.27
S -2.0219 -1.3424 0.4664 0.01
S 0.0641 0.2614 1.7442 0.08
H -1.7403 -2.1274 -0.6485 0.17
H -1.1515 0.3315 2.4220 0.15
```

Results
- HOMO (alpha / beta): -0.3154 / -0.3624 hartree
- Multiplicity: 3
- E_LUMO (alpha / beta): 0.4740 / -2.0194 eV
- Kohn-Sham gap (alpha / beta): 9.06 / 7.84 eV
- Total charge: 0
- Energy relative to the best compared isomer or geometry (same formula, charge and spin): 49.29 kJ/mol

=====

(13)
DFT (ωB97M-V with the def2-TZVPD basis set) results for CH2N2O2Si as an isolated structure.

```
8
Properties=species:S:1:pos:R:3:nbo_charge:R:1
C 1.9986 1.0870 0.4832 -0.18
N 2.9714 1.6037 0.8096 -0.25
N 1.6316 -1.5583 -0.2726 0.28
O 2.4692 -1.1520 -1.0506 -0.39
O 1.6690 -2.5745 0.2854 -0.29
Si 0.5991 0.0195 -0.2365 1.05
H 0.2775 0.6349 -1.6097 -0.09
H -1.2487 0.3222 1.3773 -0.13
```

Results
- HOMO (alpha / beta): -0.3846 / -0.3853 hartree
- Multiplicity: 1
- E_LUMO (alpha / beta): -1.9955 / -2.0056 eV
- Kohn-Sham gap (alpha / beta): 8.47 / 8.48 eV
- Total charge: 0
- Energy relative to the best compared isomer or geometry (same formula, charge and spin): 375.02 kJ/mol

=====

(14)
DFT (ωB97M-V with the def2-TZVPD basis set) results for a 2-piece molecular cluster, CH2N2O3 overall.

```
8
Properties=species:S:1:pos:R:3:nbo_charge:R:1
C 1.8049 -0.3108 0.2280 0.30
N -1.6516 0.6201 0.2950 0.36
N -1.9819 0.0897 -0.6568 0.37
O -1.0698 1.5351 0.8102 -0.38
O 0.6245 -0.4885 0.1689 -0.52
O -2.5632 -0.7592 -1.2429 -0.35
H 2.4245 -0.0088 -0.6516 0.10
H 2.4126 -0.6778 1.0493 0.11
```

Results
- HOMO: -0.3572 hartree
- Multiplicity: 1
- E_LUMO: -0.1954 eV
- Kohn-Sham gap: 9.53 eV
- Total charge: 0
- Energy relative to the best compared isomer or geometry (same formula, charge and spin): 452.23 kJ/mol

=====

(15)
DFT (ωB97M-V with the def2-TZVPD basis set) results for a 2-piece molecular cluster, CH2N2O3 overall.

```
8
Properties=species:S:1:pos:R:3:nbo_charge:R:1
C 0.1872 0.9164 -0.7284 -0.01
N -0.9187 0.2683 -0.2648 -0.07
N -0.1763 -1.0684 1.1120 0.59
O 0.1986 -0.6152 2.0925 -0.28
O -0.0843 -2.0276 0.4385 -0.28
O -0.2357 -0.3244 -1.2817 -0.31
H -0.0010 1.7288 -1.3667 0.17
H 1.0301 1.1221 -0.0014 0.18
```

Results
- HOMO (alpha / beta): -0.3367 / -0.3484 hartree
- Multiplicity: 1
- E_LUMO (alpha / beta): -0.2851 / -0.3173 eV
- Kohn-Sham gap (alpha / beta): 8.88 / 9.16 eV
- Total charge: 0
- Energy relative to the best compared isomer or geometry (same formula, charge and spin): 577.39 kJ/mol

=====

(16)
DFT (ωB97M-V with the def2-TZVPD basis set) results for a 2-piece molecular cluster, CH2N2O3P overall.

```
9
Properties=species:S:1:pos:R:3:nbo_charge:R:1
C -1.9278 0.0514 -1.7365 -0.16
N -0.9340 0.6800 -1.5082 -0.50
N 1.0526 -0.6558 0.0293 -0.40
O -4.2498 -1.2913 -0.8447 -1.08
O -2.6281 -2.4612 -2.5142 -1.08
O 0.3715 -1.4349 0.8533 -0.38
P -2.9333 -1.4315 -1.5173 1.92
H 0.3263 -0.0066 -0.6497 0.39
H 1.6155 -1.2867 -0.6437 0.30
```

Results
- HOMO (alpha / beta): -0.1097 / -0.2069 hartree
- Multiplicity: 1
- E_LUMO (alpha / beta): 3.6081 / 3.7567 eV
- Kohn-Sham gap (alpha / beta): 6.59 / 9.39 eV
- Total charge: -1
- Energy relative to the best compared isomer or geometry (same formula, charge and spin): 341.39 kJ/mol

=====

(17)
DFT (ωB97M-V with the def2-TZVPD basis set) results for CH2N2O3S as an isolated structure.

```
9
Properties=species:S:1:pos:R:3:nbo_charge:R:1
C -0.4304 0.2211 -1.0427 0.76
N 0.3633 0.8932 -0.0163 -0.95
N -0.5764 -0.9705 -0.5144 -0.84
O -0.9374 0.6628 -2.0299 -0.59
O 1.7755 -0.6679 1.2822 -0.83
O -0.4395 -0.1848 2.2487 -0.81
S 0.4662 -0.2026 1.1594 2.39
H 0.8261 1.8942 -0.0295 0.47
H -1.0474 -1.6455 -1.0574 0.42
```

Results
- HOMO: -0.3848 hartree
- Multiplicity: 1
- E_LUMO: -0.6560 eV
- Kohn-Sham gap: 9.82 eV
- Total charge: 0
- Energy relative to the best compared isomer or geometry (same formula, charge and spin): 156.48 kJ/mol

=====

(18)
DFT (ωB97M-V with the def2-TZVPD basis set) results for one molecule with the formula CH2N2O3S.

```
9
Properties=species:S:1:pos:R:3:nbo_charge:R:1
C 0.7499 0.9556 -0.8365 0.07
N -0.0880 1.2983 -1.6498 -0.17
N 0.9767 -0.4151 -0.5121 -0.27
O -2.2461 -1.5399 1.0622 -0.81
O -0.6804 0.3397 1.6005 -0.86
O -0.1642 -1.2515 -0.4493 -0.46
S -1.4134 -0.4615 0.6175 1.92
H 1.5058 1.4469 -0.3269 0.21
H 1.3597 -0.3725 0.4944 0.37
```

Results
- HOMO (alpha / beta): -0.3836 / -0.4021 hartree
- Multiplicity: 1
- E_LUMO (alpha / beta): -1.5964 / -3.3889 eV
- Kohn-Sham gap (alpha / beta): 8.84 / 7.55 eV
- Total charge: 0
- Energy relative to the best compared isomer or geometry (same formula, charge and spin): 487.74 kJ/mol

=====

(19)
DFT (ωB97M-V with the def2-TZVPD basis set) results for a 2-piece molecular cluster, CH2N2O3Si overall.

```
9
Properties=species:S:1:pos:R:3:nbo_charge:R:1
C -0.9751 1.5986 -0.2371 -0.26
N -1.4818 2.4880 0.2701 -0.25
N -1.3432 -1.0312 0.0847 0.23
O -1.8919 -1.5089 1.0148 -0.21
O -1.7952 -1.0838 -1.1441 -0.49
O 2.4888 -0.1372 0.6162 -0.88
Si -0.2766 -0.0074 -0.8658 0.97
H 2.1819 0.2703 -0.1552 0.46
H 3.0932 -0.5884 0.4164 0.43
```

Results
- HOMO: -0.3684 hartree
- Multiplicity: 1
- E_LUMO: -1.4559 eV
- Kohn-Sham gap: 8.57 eV
- Total charge: 0
- Energy relative to the best compared isomer or geometry (same formula, charge and spin): 391.83 kJ/mol

=====

(20)
DFT (ωB97M-V with the def2-TZVPD basis set) results for a 2-piece molecular cluster, CH2N2OS2 overall.

```
8
Properties=species:S:1:pos:R:3:nbo_charge:R:1
C -1.7786 -1.7317 -0.0709 0.12
N -2.0869 -0.6258 0.0158 -0.40
N 2.3356 1.7971 0.0824 -0.95
O 1.0684 -0.2728 -0.1585 -0.90
S -2.5065 0.8518 0.1656 0.05
S 0.9312 1.1373 0.1224 1.46
H -1.0205 -2.3858 0.2122 0.24
H 3.0573 1.2299 -0.3689 0.38
```

Results
- HOMO: -0.3298 hartree
- Multiplicity: 1
- E_LUMO: -0.8356 eV
- Kohn-Sham gap: 8.14 eV
- Total charge: 0
- Energy relative to the best compared isomer or geometry (same formula, charge and spin): 204.46 kJ/mol